The following is a quantum chemistry calculation of a structure of composition C37H40AuN2O5 in a non-equilibrium geometry, from OMol25.

Each line ends with the Mulliken charge.
Element x y z (Å)
Au  0.84160  1.87481  -2.12160  0.467
C  -3.54843  -1.49276  1.87591  -1.802
C  -2.51943  -2.00703  0.83425  1.210
C  -2.78065  -3.46018  0.64381  -1.967
O  -1.17613  -1.75514  1.28454  -0.384
C  -0.53246  -0.84620  0.34243  -1.546
C  -1.74498  -0.27609  -0.44760  -0.614
O  -2.67507  -1.38465  -0.38438  -0.219
C  -1.65399  0.07964  -1.97297  2.545
O  -1.13840  1.36562  -2.16836  -1.170
C  -0.93268  -0.94569  -2.85038  -0.648
C  -0.44143  -0.52533  -4.09285  -0.377
C  0.16162  -1.41688  -4.95967  -1.053
C  0.20977  -2.75540  -4.61931  -0.494
C  -0.25728  -3.20175  -3.38699  -0.934
C  -0.79045  -2.27838  -2.50934  0.061
C  -3.15065  0.18553  -2.36125  0.283
C  -3.82382  1.38465  -2.10087  -0.679
C  -5.11610  1.56539  -2.53384  -0.659
C  -5.80127  0.55998  -3.22150  -0.557
C  -5.17387  -0.64892  -3.40374  -0.958
C  -3.85455  -0.85408  -2.98798  -0.111
C  0.41993  0.10239  1.09613  2.596
O  1.30084  0.61959  0.20530  0.683
C  1.22802  -0.67891  2.15418  -0.230
C  1.68976  -1.95820  1.83427  -0.595
C  2.64502  -2.63090  2.62300  -0.834
C  3.17812  -2.01312  3.74802  -0.570
C  2.73369  -0.76293  4.09292  -0.761
C  1.76679  -0.11429  3.31390  -0.194
C  -0.42695  1.17572  1.78808  -0.762
C  -1.14921  0.89584  2.96146  -0.072
C  -1.86408  1.85340  3.63581  -1.114
C  -1.91135  3.13665  3.09507  -0.628
C  -1.20371  3.44738  1.95623  -1.093
C  -0.45568  2.45329  1.30274  0.545
H  -3.38244  -1.96698  2.85861  0.370
H  -4.53429  -1.76919  1.53094  0.447
H  -3.55201  -0.40112  2.00971  0.311
H  -2.81764  -3.95325  1.63577  0.459
H  -1.99022  -3.90969  0.04175  0.376
H  -3.72094  -3.51577  0.12891  0.385
H  0.12002  -1.42272  -0.32175  1.120
H  -2.17006  0.61237  0.00635  0.755
H  -0.49296  0.53589  -4.31115  0.580
H  0.53156  -1.04837  -5.89521  0.439
H  0.60574  -3.44954  -5.35043  0.374
H  -0.16846  -4.23808  -3.10833  0.486
H  -1.22748  -2.63193  -1.60650  0.093
H  -3.31954  2.19948  -1.61103  0.459
H  -5.60853  2.51435  -2.29705  0.352
H  -6.81971  0.70943  -3.58664  0.360
H  -5.59431  -1.44262  -3.99637  0.421
H  -3.37686  -1.79785  -3.25875  0.345
H  1.27130  -2.49449  0.99546  0.069
H  2.97330  -3.63048  2.35920  0.396
H  3.90464  -2.53958  4.39924  0.327
H  3.12231  -0.26677  4.98878  0.384
H  1.41990  0.84839  3.63578  0.360
H  -1.07747  -0.09902  3.42046  0.471
H  -2.35235  1.65321  4.57699  0.452
H  -2.41638  3.94784  3.62453  0.345
H  -1.20123  4.46163  1.57021  0.427
H  0.10410  2.63939  0.42771  0.190
C  3.41672  -0.43434  -1.57561  -0.846
N  4.00254  0.60219  -0.65351  0.277
C  4.42736  0.05265  0.62062  -0.201
C  5.01181  1.14653  1.51113  -0.949
C  3.95669  2.20510  1.65200  -0.141
N  3.61437  2.71292  0.34101  0.332
C  3.09165  4.05294  0.19867  -0.848
C  3.48020  1.85548  -0.70958  0.211
O  2.86962  2.22213  -1.72858  -0.831
H  2.37262  -0.66294  -1.27581  0.181
H  4.04067  -1.31074  -1.50249  0.303
H  3.44850  -0.00958  -2.57669  0.290
H  5.13657  -0.76942  0.43924  0.375
H  3.51558  -0.34770  1.08713  0.012
H  5.91154  1.61572  1.11301  0.339
H  5.20841  0.73523  2.52139  0.487
H  4.26025  3.03545  2.30410  0.508
H  3.06528  1.80986  2.16956  -0.223
H  2.00425  4.05702  0.29193  0.189
H  3.38871  4.47682  -0.74607  0.281
H  3.49413  4.71709  0.98593  0.335

Calculated values
ΔE to the lowest compared entry with this formula, charge and spin (kcal per mole): 0.0
Kohn-Sham gap (Eh): 0.2594
Total charge: -1
Spin multiplicity: 1
Lowest unoccupied orbital energy (eV): 2.8